A structure of composition C9H7MoN2O10 in a non-equilibrium geometry. Source: the OMol25 dataset; level of theory: ωB97M-V/def2-TZVPD.

Last column: Löwdin charge in e.
Geometry (Å):
Mo: -1.460 -0.236 -1.610  1.928
O: -2.647 -1.323 -3.081  -0.101
O: -2.932 0.783 -1.232  -0.313
O: 0.262 2.563 1.105  0.098
O: -0.150 0.519 -0.471  -0.240
O: 4.718 -2.665 1.753  0.112
O: -4.806 1.852 -1.826  0.202
O: 0.177 -3.388 -0.514  0.206
O: 5.170 -0.696 2.518  0.117
O: 2.362 3.037 1.253  0.131
O: -0.195 -1.630 -1.867  -0.251
N: 1.441 2.272 1.098  -0.336
N: 4.492 -1.486 1.903  -0.346
C: 1.298 -1.327 -0.021  -0.055
C: 0.421 -2.260 -0.763  -0.458
C: 0.951 0.023 0.120  -0.202
C: 3.256 -0.962 1.278  -0.090
C: 2.445 -1.828 0.581  0.106
C: -4.003 2.134 0.462  0.037
C: 1.787 0.857 0.871  -0.035
C: -4.070 1.642 -0.937  -0.478
C: 2.952 0.378 1.430  0.117
H: -2.452 -2.232 -3.350  0.115
H: -3.217 2.891 0.519  0.113
H: 3.602 1.036 1.989  0.148
H: 2.700 -2.876 0.506  0.150
H: -3.399 -0.984 -3.586  0.116
H: -3.745 1.327 1.144  0.100
H: -4.957 2.580 0.728  0.108

Calculated values
HOMO (alpha / beta): -0.49106 / -0.50131 Eh
largest force on an atom: 0.0257 Eh/bohr
energy relative to the best compared isomer or geometry (same formula, charge and spin): 22.6 kJ/mol
Kohn-Sham gap (alpha / beta): 6.85 / 7.01 eV
electronic energy: -34744.627 eV
multiplicity: 3
⟨S²⟩: 2.016
charge: +1